#P
The ion C8H13N2O with charge +1. Source: OMol25; level of theory: the ωB97M-V functional and the def2-TZVPD basis.

XYZ file:
```
24
C8H13N2O, DFT the ωB97M-V functional and the def2-TZVPD basis
C 1.223 1.776 -1.933
N 1.483 1.490 -0.768
C 1.301 2.044 0.448
C 0.115 2.111 1.160
C -1.256 1.800 0.868
C -1.848 0.869 0.096
C -1.338 -0.369 -0.393
N -0.369 -1.120 0.157
C 0.475 -0.842 1.320
C 0.018 -2.352 -0.546
O -0.493 -2.460 -1.777
H 0.723 2.728 -2.153
H 1.528 1.201 -2.722
H 2.182 2.396 0.968
H 0.146 2.323 2.259
H -1.944 2.505 1.096
H -2.929 0.878 -0.002
H -1.952 -0.860 -1.107
H 0.713 0.180 1.503
H -0.144 -1.179 2.049
H 1.483 -1.331 1.061
H 1.196 -2.367 -0.611
H -0.259 -3.355 -0.049
H -0.304 -3.337 -2.066
```

Its SMILES is C=N\C=C/C=C\C=[N+](/C)CO. The net charge is +1. The value obtained for the HOMO energy (alpha / beta) is -12.31 / -12.31 eV. The frontier orbital gap (alpha / beta) comes out at 7.61 / 7.62 eV. As for the LUMO energy (alpha / beta): -4.698 / -4.698 eV.

Results of the Mulliken charge analysis, in e, for atoms 1 through 4: -0.315 -0.172 -0.226 -0.620

---

#Q
A cluster of 2 separate species, C8H13N2O in total. Source: OMol25; level of theory: the ωB97M-V functional and the def2-TZVPD basis.

XYZ file:
```
24
C8H13N2O, DFT the ωB97M-V functional and the def2-TZVPD basis
C -1.801 -0.120 1.022
C -3.289 -0.263 0.819
C -1.462 0.294 -0.377
C 1.379 -2.030 0.838
C 0.711 -2.518 -0.062
C 2.021 0.509 -1.453
C 1.259 1.509 0.687
C -0.270 0.535 -0.917
N -3.677 0.066 -0.332
N 1.088 0.448 -0.299
O -2.554 0.349 -1.108
H -1.312 -1.161 1.398
H -4.069 -0.639 1.540
H 1.910 -1.558 1.597
H -1.650 0.523 1.776
H 0.222 -3.176 -0.742
H 1.839 -0.412 -1.904
H 1.849 1.188 -2.242
H 3.108 0.578 -1.044
H 1.153 2.555 0.212
H 0.657 1.442 1.494
H 2.233 1.571 0.983
H -0.407 0.821 -2.011
H 1.063 -0.510 0.126
```

The net charge is +1. The value obtained for the HOMO energy is -12.90 eV. The frontier orbital gap comes out at 10.12 eV. As for the LUMO energy: -2.787 eV.

Results of the Mulliken charge analysis, in e, for atoms 1 through 4: -0.348 -0.246 -0.026 -0.350

---

#R
The ion C8H13N2O with charge +1. Source: OMol25; level of theory: the ωB97M-V functional and the def2-TZVPD basis.

XYZ file:
```
24
C8H13N2O, DFT the ωB97M-V functional and the def2-TZVPD basis
C -1.143 0.400 1.522
C -0.356 -0.588 1.037
C 1.859 -0.129 -0.995
C -1.803 1.384 0.653
C -1.995 0.763 -0.789
C -0.224 -0.780 -0.353
C -0.749 0.182 -1.406
C 0.238 -1.577 1.904
N 1.472 0.985 -1.456
N 3.028 -0.581 -0.558
O 0.180 1.320 -1.480
H -1.244 0.512 2.602
H -2.688 1.887 1.115
H -1.110 2.194 0.443
H -2.846 -0.054 -0.977
H -2.365 1.560 -1.348
H -0.102 -1.799 -0.703
H -0.865 -0.195 -2.422
H 0.790 -2.330 1.263
H -0.374 -1.973 2.689
H 1.055 -1.188 2.441
H 2.161 1.661 -1.890
H 3.184 -1.493 -0.339
H 3.900 -0.160 -0.953
```

The net charge is +1. The value obtained for the HOMO energy (alpha / beta) is -12.63 / -12.63 eV. The frontier orbital gap (alpha / beta) comes out at 8.26 / 8.26 eV. As for the LUMO energy (alpha / beta): -4.368 / -4.369 eV.

Results of the Mulliken charge analysis, in e, for atoms 1 through 4: -0.444 1.097 0.243 -0.622

---

Which structure wins on stability? #P wins.

---

#P
A cluster of 2 separate species, C2H2O3S in total. Source: OMol25; level of theory: the ωB97M-V functional and the def2-TZVPD basis.

XYZ file:
```
8
C2H2O3S, DFT the ωB97M-V functional and the def2-TZVPD basis
C 0.936 0.998 -0.041
C 1.892 0.402 0.385
O -1.085 -0.206 1.428
O -1.829 -1.550 -1.161
O -0.320 1.182 -0.354
S -1.616 0.465 0.310
H 2.905 0.444 0.498
H -0.882 -1.735 -1.064
```

The value obtained for the HOMO energy (alpha / beta) is -10.71 / -9.42 eV. The frontier orbital gap (alpha / beta) comes out at 9.12 / 7.69 eV. As for the LUMO energy (alpha / beta): -1.590 / -1.721 eV.

Results of the Mulliken charge analysis, in e, for atoms 1 through 4: 0.041 -0.163 -0.330 -0.571

---

#Q
A structure of composition C2H2O3S. Source: OMol25; level of theory: the ωB97M-V functional and the def2-TZVPD basis.

XYZ file:
```
8
C2H2O3S, DFT the ωB97M-V functional and the def2-TZVPD basis
C -0.840 1.142 1.080
C 1.100 0.031 -0.631
O -0.711 0.632 2.110
O -0.624 -1.665 0.282
O -1.422 -0.147 -1.472
S -0.442 -0.460 -0.487
H 1.231 1.067 -0.996
H 1.709 -0.600 0.113
```

The value obtained for the HOMO energy (alpha / beta) is -10.03 / -10.03 eV. The frontier orbital gap (alpha / beta) comes out at 8.36 / 8.36 eV. As for the LUMO energy (alpha / beta): -1.673 / -1.673 eV.

Results of the Mulliken charge analysis, in e, for atoms 1 through 4: 0.185 -0.569 -0.147 -0.516

---

Which structure wins on stability? #Q wins.

---

#P
A cluster of 2 separate species, C2H2O3S in total. Source: OMol25; level of theory: the ωB97M-V functional and the def2-TZVPD basis.

XYZ file:
```
8
C2H2O3S, DFT the ωB97M-V functional and the def2-TZVPD basis
C -0.602 -0.678 0.240
C -1.709 -0.100 0.055
O 2.096 0.461 -1.337
O 0.426 -1.262 0.292
O 1.855 0.990 1.025
S 2.304 0.101 0.010
H -2.301 -0.290 -0.931
H -2.070 0.778 0.646
```

The value obtained for the HOMO energy is -10.21 eV. The frontier orbital gap comes out at 10.00 eV. As for the LUMO energy: -0.207 eV.

Results of the Mulliken charge analysis, in e, for atoms 1 through 4: 0.910 -0.837 -0.392 -0.470

---

#Q
The molecule C2H2O3S. Source: OMol25; level of theory: the ωB97M-V functional and the def2-TZVPD basis.

XYZ file:
```
8
C2H2O3S, DFT the ωB97M-V functional and the def2-TZVPD basis
C -0.360 -0.004 -0.701
C -0.483 -1.026 -1.504
O 1.521 1.275 0.200
O -0.300 0.397 1.723
O -0.643 -2.029 -2.024
S 0.880 0.086 0.590
H -0.616 1.009 -0.932
H 0.001 0.292 2.648
```

The value obtained for the HOMO energy is -9.61 eV. The frontier orbital gap comes out at 9.95 eV. As for the LUMO energy: 0.337 eV.

Results of the Mulliken charge analysis, in e, for atoms 1 through 4: -0.885 0.924 -0.485 -0.467

---

Which structure wins on stability? #P wins.